Entry 1:
C10H18FN3O2P | the ωB97M-V functional and the def2-TZVPD basis

Kohn-Sham gap: 0.3732 Eh
Energy above the lowest of the compared OMol25 structures with the same formula, charge and spin: 0.00 kcal/mol

Structure (ORCA input):
```
! wB97M-V def2-TZVPD RIJCOSX def2/J DEFGRID3
* xyz 1 1
O 0.10497 -1.61504 -4.47307
C 0.54125 -1.36227 -3.40510
F 0.05579 -1.93971 -2.31996
N 1.61415 -0.45061 -3.21044
C 2.37226 -0.68929 -2.04012
O 3.09346 -1.61451 -1.88632
P 2.27066 0.56705 -0.63621
H 1.31266 0.51705 -3.27607
H 0.97056 0.76447 -0.15138
H 3.02570 0.04882 0.42468
H 2.78680 1.78428 -1.10064
C -2.47997 3.02718 1.18586
C -2.28960 4.37418 0.49604
C -1.61821 4.25386 -0.87863
C -0.28356 3.65824 -0.75118
N 0.75743 3.18813 -0.64716
H -1.52383 2.54084 1.39073
H -2.98635 3.15783 2.14062
H -3.08324 2.35377 0.57346
H -1.69430 5.02542 1.13801
H -3.26046 4.85272 0.36732
H -1.51406 5.23586 -1.34032
H -2.21522 3.62964 -1.54490
C -0.93271 -4.03742 1.58809
C 0.49868 -3.96734 1.06744
C 1.44151 -3.21039 2.01163
C 0.99164 -1.82161 2.19087
N 0.63646 -0.73842 2.32582
H -1.37526 -3.04422 1.68161
H -1.55800 -4.60872 0.90328
H -0.97139 -4.52205 2.56473
H 0.50022 -3.48827 0.08486
H 0.88151 -4.97901 0.92978
H 2.45470 -3.19756 1.60784
H 1.47572 -3.69292 2.98883
*
```

Entry 2:
C10H18IN2S | the ωB97M-V functional and the def2-TZVPD basis

Kohn-Sham gap: 0.2341 Eh
Energy above the lowest of the compared OMol25 structures with the same formula, charge and spin: 46.02 kcal/mol

Structure (ORCA input):
```
! wB97M-V def2-TZVPD RIJCOSX def2/J DEFGRID3
* xyz 1 1
C -2.57345 -0.40605 -0.33166
C -2.67422 -1.76911 -0.07547
C -1.29682 0.20134 -0.76668
C 1.34574 2.96564 -0.73400
C 2.14590 2.63223 0.53546
C 2.02747 1.68107 -0.61867
C -3.87748 -2.27020 0.61963
C -1.54482 -2.65472 -0.53007
C 1.42729 2.47415 1.85919
C 3.41212 -0.37669 -0.33856
N -1.36734 0.60448 -2.05106
N -0.32558 0.51467 -0.00002
S 2.43593 0.44805 -1.61025
I -4.16908 0.89576 -0.10946
H 0.22705 2.76887 -0.69324
H 1.79213 3.71276 -1.50690
H 3.07592 3.05381 0.50984
H -4.84551 -1.97278 0.09219
H -4.06580 -1.60510 1.54045
H -3.80831 -3.36977 0.81130
H -1.41714 -2.53133 -1.57170
H -0.69957 -2.36474 -0.00184
H -1.93438 -3.73351 -0.34688
H 2.21271 2.71622 2.53962
H 0.98456 1.53648 2.03217
H 0.61391 3.20203 1.87738
H 4.41388 0.02836 -0.01042
H 3.81241 -1.34028 -0.60047
H 2.76768 -0.52415 0.51119
H -1.99098 0.07440 -2.60388
H -0.52926 0.84536 -2.59563
H -0.57562 0.51325 1.07774
*
```

Entry 3:
C10H18INO3 | the ωB97M-V functional and the def2-TZVPD basis

Kohn-Sham gap: 0.1352 Eh
Energy above the lowest of the compared OMol25 structures with the same formula, charge and spin: 120.81 kcal/mol

Structure (ORCA input):
```
! wB97M-V def2-TZVPD RIJCOSX def2/J DEFGRID3
* xyz 0 1
C 2.01422 -2.32682 0.64283
C 0.79592 -1.52271 0.06186
C 1.11802 0.00664 -0.01102
C -0.19362 0.83662 -0.36857
O -1.15485 -0.07021 -0.96996
C -2.38667 -0.01729 -0.36452
N -3.12838 -1.08840 -1.10641
C -4.10604 -1.59329 -0.44965
C -4.14119 -0.86709 0.93716
C -2.58833 -0.56051 1.08180
I -2.31873 0.75422 2.77405
H 2.89066 -2.15717 -0.00444
H 1.71709 -3.39824 0.66485
H 2.23051 -2.05078 1.69353
H -0.05069 -1.67665 0.76591
H 0.57159 -1.95823 -0.92981
H 1.45750 0.38228 0.97044
H 1.88398 0.25092 -0.77288
H 0.13511 1.59384 -1.11228
H -0.58769 1.39591 0.49916
H -3.00445 0.89795 -0.49690
H -2.76054 -1.29211 -2.03469
H -4.73782 -2.40205 -0.83897
H -4.52068 -1.57839 1.68969
H -4.81470 0.00415 0.83730
H -2.14548 -1.52630 1.36544
C 4.16203 3.46610 -0.55256
C 3.72442 2.01261 -0.76774
O 3.93311 1.23704 0.19600
O 3.20099 1.76568 -1.88475
H 4.60136 3.60540 0.43612
H 4.90314 3.74529 -1.30434
H 3.30022 4.13161 -0.64665
*
```

Entry 4:
C10H18InN4O | the ωB97M-V functional and the def2-TZVPD basis

Kohn-Sham gap: 0.2866 Eh
Energy above the lowest of the compared OMol25 structures with the same formula, charge and spin: 0.00 kcal/mol

Structure (ORCA input):
```
! wB97M-V def2-TZVPD RIJCOSX def2/J DEFGRID3
* xyz 3 1
In -0.64803 0.93356 -0.30282
N -0.92542 0.84511 1.93421
C -1.97873 -0.00767 2.58741
C -1.71294 -1.49799 2.44847
C -2.41847 -2.12035 1.24139
C -1.52681 -2.19826 0.01595
N -1.65119 -0.98977 -0.87409
H 0.00028 0.61089 2.29232
H -1.10264 1.82932 2.13993
H -2.95457 0.29038 2.20675
H -1.97978 0.25452 3.64689
H -2.04844 -1.98465 3.36289
H -0.63485 -1.68173 2.38871
H -3.33648 -1.57088 1.01180
H -2.73513 -3.13395 1.48408
H -1.80147 -3.06791 -0.58292
H -0.47601 -2.33737 0.27055
H -2.63043 -0.78637 -1.07392
H -1.19134 -1.17919 -1.76640
O -1.85820 2.62396 -0.85568
H -1.53286 3.53392 -0.98345
H -2.82293 2.64975 -0.99154
N 6.40438 0.58502 -2.68176
C 5.31104 0.64561 -2.33270
C 3.95474 0.71234 -1.89313
C 3.05021 1.58065 -2.51310
C 1.75518 1.62494 -2.06255
N 1.33465 0.84234 -1.03144
C 2.21082 -0.00695 -0.42956
C 3.51747 -0.09371 -0.83511
H 3.35674 2.21033 -3.33817
H 1.03350 2.28451 -2.52719
H 1.84493 -0.62100 0.38445
H 4.19278 -0.77938 -0.34028
*
```

The calculation returns the following electronic energy values, one per record and in order: -31225.1192, -32567.4397, -26390.9729, -23814.5868 eV.